(1)
2 unconnected molecules or ions with the total composition C2H8N3 in a non-equilibrium geometry, computed with ωB97M-V/def2-TZVPD.

ORCA input file:
```
! wB97M-V def2-TZVPD RIJCOSX def2/J DEFGRID3
* xyz 1 1
C 0.10264 -0.13069 -1.14901
C 1.43926 0.59629 -0.91822
N -0.93052 -0.50173 2.17820
N -0.61543 -0.03690 -2.15178
N -1.35531 0.26676 -2.99419
H 1.26239 1.57550 -0.43564
H 1.82243 0.69728 -1.87724
H 1.88169 0.26031 -0.04883
H -0.72056 -1.48488 2.06260
H -0.34434 -0.63176 -0.22023
H -0.53160 -0.16347 2.97559
H -1.44994 -0.21958 -3.85204
H -1.90298 -0.37078 2.19552
*
```

Calculated values
- HOMO: -13.914 eV
- Electronic energy: -6663.81561 eV
- LUMO: -5.720 eV



(2)
3 unconnected molecules or ions with the total composition C3H12N2OS2 in a non-equilibrium geometry, computed with ωB97M-V/def2-TZVPD.

ORCA input file:
```
! wB97M-V def2-TZVPD RIJCOSX def2/J DEFGRID3
* xyz 0 1
S -2.42842 -2.34973 -0.18186
S 2.64243 2.22433 -0.44584
C 2.09319 0.62086 -0.02994
C 0.82323 0.62906 0.84521
C 0.23756 -0.76714 1.12017
N -1.04216 -0.63480 1.75711
N -0.24665 1.42583 0.23061
H -3.40644 -2.92244 0.55780
H 2.85929 -0.03763 0.44604
H 1.92381 0.06660 -0.96369
H 0.96696 1.22057 1.77841
H 0.94081 -1.32352 1.71633
H 0.12109 -1.23712 0.13768
H -1.47618 0.23217 1.38582
H -1.65433 -1.43674 1.43816
H -0.37324 1.00788 -0.74429
H 0.30834 2.25865 -0.04899
H -2.01759 -0.27911 -2.65118
H -1.38620 -1.17984 -1.59006
O -1.20704 -0.40382 -2.14929
*
```

Calculated values
- HOMO: -7.734 eV
- Electronic energy: -29998.05718 eV
- LUMO: -5.083 eV



(3)
A single H2I2NP molecule in a non-equilibrium geometry, computed with ωB97M-V/def2-TZVPD.

ORCA input file:
```
! wB97M-V def2-TZVPD RIJCOSX def2/J DEFGRID3
* xyz 0 1
N -0.25782 -0.10614 0.22041
P -2.08265 1.88199 3.27137
I -1.38627 1.72129 0.99290
I -0.17445 2.99123 4.43683
H 0.03024 -0.67862 1.03298
H 0.52230 0.41202 -0.05117
*
```

Calculated values
- HOMO (spin up / spin down): -8.081 / -7.975 eV
- Electronic energy: -27010.46952 eV
- LUMO (spin up / spin down): -1.222 / -1.548 eV



For each record above, in turn, the calculated relative energy (zero: lowest compared OMol25 entry of this formula, charge and spin) values are 4.813, 5.607, 3.334 eV.